The following is a DFT calculation (the ωB97M-V functional and the def2-TZVPD basis) of a structure of composition C21H42Cl3N4RuS2SeSi4.

XYZ file:
```
78
Properties=species:S:1:pos:R:3:forces:R:3:lowdin_charge:R:1
Ru 10.0378 10.1118 13.1268 0.0 0.4 -1.9 0.875
C 9.2251 11.5668 17.5270 1.1 -0.5 -0.4 -0.185
Si 9.2602 11.1375 15.6643 1.5 0.9 -0.9 0.451
C 7.7530 11.8416 14.6905 0.3 -0.1 0.8 -0.204
C 10.8019 12.2374 15.1624 -0.2 1.6 0.9 -0.245
C 9.8248 9.3622 14.8950 -2.3 -0.2 5.4 -0.666
Si 8.4915 8.0497 15.5676 0.0 1.4 -1.5 0.356
C 6.8410 8.9377 15.5809 -0.4 -0.3 1.9 -0.193
C 8.1661 6.6583 14.4225 0.2 -1.3 -1.6 -0.233
C 8.9160 7.2999 17.1890 1.5 0.4 1.7 -0.186
Si 11.5156 8.8173 15.4008 1.2 0.0 0.3 0.454
C 12.4317 9.0473 17.0382 1.4 -0.5 -1.2 -0.171
C 11.7456 6.9696 14.9801 -0.8 0.4 -0.7 -0.141
C 12.6894 9.7596 14.1992 0.2 0.1 1.7 -0.311
C 14.0425 10.0704 14.2150 1.2 -0.9 0.4 -0.046
C 14.7632 10.1090 12.9958 0.5 1.8 1.0 -0.048
C 14.0778 9.8388 11.8206 1.3 -1.1 -0.5 -0.059
C 12.7474 9.5043 11.9461 -1.4 0.0 -2.0 -0.171
N 12.0153 9.6949 13.0562 2.9 -1.4 -1.8 -0.163
H 10.2673 11.3378 17.9712 -1.9 0.1 -0.4 0.060
H 8.3572 11.1630 18.0320 0.2 -0.5 0.5 0.012
H 9.0812 12.6440 17.5738 0.2 0.2 -0.2 0.025
H 8.0395 12.7563 14.1654 0.1 0.1 0.3 -0.008
H 6.9593 12.0797 15.4364 0.2 -0.3 -0.8 0.048
H 7.4314 11.1632 13.8937 -0.4 0.1 0.5 -0.025
H 11.0758 12.2544 14.0896 0.2 0.0 0.7 -0.036
H 11.6566 12.0277 15.8208 0.2 -0.7 -0.5 0.012
H 10.7152 13.3407 15.4596 -0.6 -1.2 -0.6 0.061
H 6.5614 9.3351 14.6105 0.0 0.1 0.1 -0.007
H 6.8261 9.7229 16.3924 -0.3 -0.6 -0.9 0.038
H 6.0808 8.1482 15.8662 0.7 0.8 -0.2 0.064
H 7.2883 6.8066 13.7775 0.0 0.2 0.4 0.030
H 7.9926 5.6992 14.9574 0.3 0.5 -0.3 0.053
H 8.9591 6.5443 13.6443 -0.3 -0.4 0.8 -0.005
H 8.0502 6.8407 17.6633 -0.3 0.4 0.2 0.039
H 9.4140 8.0671 17.8618 -1.0 -0.7 -0.4 0.049
H 9.6433 6.4754 17.2172 0.0 0.2 -0.6 0.038
H 11.8282 8.7748 17.8567 -0.7 0.2 1.4 -0.006
H 12.8866 10.0585 17.0701 -0.5 -0.5 0.4 0.036
H 13.2755 8.2753 17.0539 -0.9 1.1 -0.2 0.060
H 12.5345 6.5587 15.5882 0.2 -0.3 0.3 0.022
H 12.0057 6.8047 13.9223 -0.1 0.2 0.2 0.019
H 10.7842 6.4427 15.1390 0.7 0.1 0.1 0.013
H 14.6045 10.0855 15.1883 -0.7 0.1 -1.1 0.122
H 15.8349 10.4866 13.0056 -1.4 -0.9 -0.1 0.133
H 14.6515 9.6932 10.8604 -1.0 0.3 1.1 0.135
H 12.1705 9.0101 11.1340 0.6 0.9 0.2 0.061
C 8.7910 10.2090 5.4240 0.8 0.9 -0.9 -0.452
S 7.7083 9.2822 4.3106 -0.2 0.3 -0.3 0.700
C 8.0914 7.5143 4.5372 0.2 1.5 1.4 -0.414
H 9.8046 10.3237 4.9421 -0.8 -0.4 0.8 0.040
H 8.8334 9.8416 6.4497 0.0 0.0 -0.2 0.029
H 8.3800 11.2485 5.4193 0.1 -0.9 0.2 0.035
H 9.1634 7.3916 4.7213 -0.3 -0.3 -0.2 0.037
H 7.7355 7.0589 3.6486 -0.1 -0.7 -0.7 0.003
H 7.4903 7.2253 5.3982 0.3 -0.5 -0.1 0.023
Cl 9.6135 13.7346 12.0328 0.0 0.1 0.1 0.167
Si 9.7737 11.7380 11.3889 -0.2 2.3 -1.6 -0.687
Cl 8.2970 11.6794 9.9308 -0.3 -0.3 0.2 0.184
Cl 11.3991 11.9878 9.9968 0.0 -0.5 0.7 0.119
S 11.5339 6.4563 10.2890 0.1 0.0 -0.3 0.552
C 13.1376 5.9288 10.1980 -0.2 0.4 0.4 -0.868
N 13.7200 5.4819 11.3395 0.0 0.1 -0.2 -0.010
C 15.1180 5.1062 11.4996 0.9 0.9 1.8 -0.187
C 15.9747 5.6166 10.3393 -2.0 1.0 -0.6 -0.158
C 15.2092 5.3291 9.0349 -0.2 -0.3 0.0 -0.160
N 13.8740 5.9788 9.0575 0.3 0.0 0.6 0.010
H 13.1362 5.5646 12.1801 0.4 -0.1 -0.8 0.109
H 15.2082 4.0232 11.6574 0.0 0.2 -0.2 0.116
H 15.4839 5.6214 12.4720 -0.5 -0.9 -1.4 0.143
H 16.9590 5.2122 10.3222 0.7 -0.4 0.1 0.105
H 16.0144 6.7066 10.3965 0.3 0.0 0.2 0.112
H 15.0106 4.2751 9.0378 0.1 -0.9 -0.3 0.107
H 15.7994 5.5285 8.1250 -0.5 0.4 0.4 0.127
H 13.3340 6.2304 8.2269 0.6 -0.2 0.4 0.131
Se 8.9741 8.5421 11.7467 -0.6 -1.7 -1.8 0.628
C 7.3274 9.2715 12.0164 -2.2 0.3 0.0 -0.795
N 6.2161 9.6270 12.1174 1.9 -0.5 0.0 0.099
```
Positions in Å, forces in eV/Å.

Results
Max |F| in eV/A: 5.8
DFT total energy in eV: -187096.750
LUMO energy (alpha / beta) in Ha: -0.0189 / -0.0783
HOMO-LUMO gap (alpha / beta) in eV: 6.06 / 5.85
Total charge: 0
<S²>: 8.77
Multiplicity: 6